[1]
Below is the ion C4H10N3 with charge +1 at a distorted geometry, with properties calculated with ωB97M-V/def2-TZVPD.

Geometry as XYZ:
```
17
Properties=species:S:1:pos:R:3:forces:R:3:lowdin_charge:R:1
C 0.214 -1.330 -0.140 1.65 -0.37 -1.92 -0.12
C 1.815 -0.147 -1.573 -0.45 0.19 1.46 0.22
C 1.495 0.571 0.675 1.81 3.29 0.31 -0.03
C -2.688 0.717 0.528 -0.81 -2.96 -0.44 -0.04
N -1.060 -0.804 0.055 -2.46 -5.14 -2.01 0.01
N 1.280 -0.297 -0.403 -0.87 -2.58 -1.95 -0.12
N -1.312 0.267 0.437 0.47 5.87 0.96 -0.05
H 0.436 -1.921 0.693 0.80 -0.42 1.90 0.13
H 0.264 -2.159 -0.912 -0.46 1.56 0.14 0.16
H 2.570 0.642 -1.499 -0.12 -0.21 -1.13 0.13
H 1.503 -0.739 -2.471 0.52 0.53 1.12 0.15
H 1.896 1.528 0.290 0.17 -0.51 0.11 0.13
H 0.601 0.892 1.112 -1.62 -0.03 0.36 0.07
H 2.115 0.277 1.487 0.77 -1.11 0.29 0.12
H -2.951 1.438 -0.215 0.26 0.24 -0.96 0.08
H -2.801 1.232 1.421 -0.07 0.84 1.93 0.06
H -3.378 -0.167 0.514 0.40 0.81 -0.18 0.11
```
Forces are in eV/Å.

The calculation puts the orbital gap at 7.658 eV. The calculation puts the total energy at -8770.4333 eV. Its SMILES is C=[N+](C)C/N=N/C. As for the total charge: +1. The value obtained for the energy above the lowest of the compared OMol25 structures with the same formula, charge and spin is 401.94 kJ/mol.

***

[2]
Below is the ion C3H11NP with charge +1 at a distorted geometry, with properties calculated with ωB97M-V/def2-TZVPD.

Geometry as XYZ:
```
16
Properties=species:S:1:pos:R:3:forces:R:3:lowdin_charge:R:1
C -0.104 -1.639 0.978 -0.29 1.18 -2.70 -0.13
C -1.693 0.893 -0.484 -0.04 -2.47 1.55 -0.12
C 1.128 1.076 0.690 -1.30 -0.98 -0.75 -0.15
N 0.834 -0.396 -1.612 -3.65 -0.01 2.80 -0.07
P -0.007 -0.112 -0.173 -0.68 1.67 1.31 0.91
H -0.473 -1.387 1.921 -1.41 0.71 1.29 0.03
H 0.841 -2.042 1.234 1.41 -0.24 -0.54 0.05
H -0.690 -2.378 0.441 -0.20 -0.19 0.29 0.05
H -1.408 1.881 -0.720 0.69 0.85 -1.11 0.02
H -2.429 1.092 0.366 1.36 -1.07 -0.52 0.09
H -2.224 0.298 -1.233 0.05 0.66 -0.19 0.04
H 1.136 0.759 1.727 0.48 0.27 0.12 0.06
H 1.025 2.148 0.539 -0.68 -0.12 0.08 0.07
H 1.979 0.810 0.118 1.73 -0.17 0.41 0.02
H 1.726 0.001 -1.538 1.52 -0.06 -1.22 0.04
H 0.361 -1.003 -2.255 1.02 -0.02 -0.80 0.08
```
Forces are in eV/Å.

The calculation puts the orbital gap at 12.048 eV. The calculation puts the total energy at -14061.4982 eV. Its SMILES is CP(C)(C)=[NH2+]. As for the total charge: +1. The value obtained for the energy above the lowest of the compared OMol25 structures with the same formula, charge and spin is 168.63 kJ/mol.

***

[3]
Below is the ion C3H4NO2 with charge -1 at a distorted geometry, with properties calculated with ωB97M-V/def2-TZVPD.

Geometry as XYZ:
```
10
Properties=species:S:1:pos:R:3:forces:R:3:lowdin_charge:R:1
C 0.176 -1.532 -1.022 1.23 -0.32 -0.54 -0.10
C 0.494 -0.520 -0.180 -1.42 0.67 -1.02 -0.23
C -0.504 0.386 0.251 2.92 2.01 2.67 -0.13
N -0.277 1.478 1.113 1.39 0.31 -1.59 -0.43
O -1.225 2.265 1.425 0.58 -1.14 -0.04 -0.13
O 0.958 1.821 1.430 -2.40 -1.15 -0.42 -0.16
H 1.086 -1.989 -1.413 -0.56 -0.51 -0.31 0.01
H -0.786 -1.734 -1.526 0.50 0.13 0.73 0.03
H 1.526 -0.272 -0.091 0.64 -0.01 0.72 0.08
H -1.449 0.097 0.015 -2.88 0.02 -0.20 0.06
```
Forces are in eV/Å.

The calculation puts the orbital gap at 7.079 eV. The calculation puts the total energy at -8757.9668 eV. Its SMILES is C=CC=[N+]([O-])[O-]. As for the total charge: -1. The value obtained for the energy above the lowest of the compared OMol25 structures with the same formula, charge and spin is 428.82 kJ/mol.

***

[4]
Below is an isolated molecule of C2H5BO at a distorted geometry, with properties calculated with ωB97M-V/def2-TZVPD.

Geometry as XYZ:
```
9
Properties=species:S:1:pos:R:3:forces:R:3:lowdin_charge:R:1
B -1.095 -0.761 0.367 3.28 1.81 -0.26 0.09
C 1.186 0.251 -0.473 0.71 -0.27 -0.63 -0.34
C -0.195 0.479 -0.060 -1.95 0.87 -0.21 -0.16
O 1.911 -0.422 0.187 1.26 -1.08 0.84 0.05
H -2.122 -0.895 0.095 -3.78 -0.01 -1.16 -0.02
H -0.712 1.242 -0.691 0.39 -0.56 0.47 0.11
H 1.632 0.737 -1.345 -0.38 0.38 -0.55 0.12
H 0.066 0.934 0.904 -0.65 0.27 0.31 0.13
H -0.671 -1.564 1.015 1.11 -1.41 1.19 0.02
```
Forces are in eV/Å.

The calculation puts the orbital gap at 10.031 eV. The calculation puts the total energy at -4876.9422 eV. Its SMILES is BCC=O. The value obtained for the energy above the lowest of the compared OMol25 structures with the same formula, charge and spin is 289.00 kJ/mol.

***

[5]
Below is a structure of composition C7H13Cl2CuO4 at a distorted geometry, with properties calculated with ωB97M-V/def2-TZVPD.

Geometry as XYZ:
```
27
Properties=species:S:1:pos:R:3:forces:R:3:mulliken_spin:R:1
Cu -3.583 -1.866 0.651 -7.56 -14.81 -8.13 0.36
C -2.291 0.021 0.425 -1.71 2.72 -1.42 0.00
O -3.008 -0.739 1.328 5.75 13.77 8.27 0.52
H -1.544 0.717 0.806 -0.92 -0.21 0.90 0.03
H -1.711 -0.590 -0.266 -0.58 -1.02 -0.14 0.09
H -2.959 0.625 -0.189 -0.11 0.07 -0.09 -0.04
C 2.530 0.305 -0.398 -0.08 -1.87 -1.28 0.00
C 1.261 -0.185 -1.227 1.54 3.13 -1.07 0.00
C 0.041 0.675 -0.853 2.03 0.00 -3.34 0.01
O -0.560 0.923 -2.129 -2.85 -0.10 1.76 0.00
C 0.298 0.798 -3.109 1.49 -0.63 -2.26 0.00
O 0.110 1.193 -4.229 0.45 -0.59 1.45 0.00
O 1.385 0.102 -2.656 0.11 0.37 0.18 0.00
H 2.729 1.357 -0.194 -0.85 0.28 -0.57 0.00
H 3.418 -0.057 -0.916 0.01 -0.12 -0.04 0.00
H 2.518 -0.150 0.592 0.21 -0.25 -1.24 0.00
H 0.959 -1.221 -1.070 1.70 1.26 -1.92 0.00
H 0.386 1.686 -0.636 -0.25 -0.09 1.29 0.00
H -0.479 0.032 -0.142 0.45 1.45 -2.04 0.01
Cl 0.231 -1.959 0.327 -1.72 -2.55 3.64 0.01
C -0.334 -1.099 1.840 -0.03 0.21 0.12 -0.03
C 0.275 0.322 1.860 0.70 -1.45 1.10 0.01
Cl 1.971 0.166 2.448 -1.15 0.65 1.68 0.00
H -0.138 -1.764 2.681 0.43 0.41 -0.02 0.00
H -1.415 -1.008 1.736 1.50 -0.68 0.86 0.03
H -0.318 0.999 2.474 0.30 -0.15 0.51 0.00
H 0.224 0.719 0.846 1.14 0.21 1.80 -0.01
```
Forces are in eV/Å.

The calculation puts the orbital gap (spin up / spin down) at 6.454 / 4.559 eV. The calculation puts the total energy at -85325.9782 eV. Its spin multiplicity is 2. As for the total charge: +1. As for the expectation value of S²: 0.75.

***

[6]
Below is a structure of composition C8H3BiN2O4Se4 at a distorted geometry, with properties calculated with ωB97M-V/def2-TZVPD.

Geometry as XYZ:
```
22
Properties=species:S:1:pos:R:3:forces:R:3:lowdin_charge:R:1
Bi -1.941 -0.093 0.003 -0.59 1.49 -0.02 1.32
O 0.720 -0.209 -3.504 0.38 0.03 -0.32 0.01
C 0.143 -0.216 -2.426 0.20 -0.04 -0.02 -0.64
O -1.104 -0.300 -2.228 -0.27 -0.02 0.39 -0.19
C 1.017 -0.127 -1.164 0.30 0.05 -0.39 -0.17
C 2.396 0.040 -1.203 -0.14 -0.08 -0.07 0.00
C 3.087 0.118 -0.005 -0.17 0.03 -0.01 -0.05
C 2.392 0.042 1.192 -0.10 -0.07 0.07 0.00
C 1.015 -0.124 1.151 0.31 0.04 0.30 -0.17
N 0.389 -0.213 -0.007 0.48 0.12 -0.06 -0.02
C 0.133 -0.215 2.399 0.15 -0.07 0.11 -0.63
O 0.693 -0.224 3.486 0.42 0.04 0.34 0.02
O -1.116 -0.289 2.194 -0.31 0.00 -0.46 -0.19
H 2.887 0.101 -2.162 -0.03 0.00 -0.09 0.11
H 4.162 0.248 -0.005 0.04 0.01 0.01 0.10
H 2.880 0.105 2.150 0.01 0.01 0.14 0.11
Se -4.658 -0.682 0.251 -0.68 -0.18 0.08 -0.24
Se -4.992 1.627 0.660 -0.12 -0.05 0.22 -0.23
Se -3.647 2.782 -0.855 -0.36 -0.01 -0.51 -0.32
Se -1.620 3.284 0.104 0.41 0.06 0.31 -0.34
N -1.282 -3.385 -0.015 0.12 -0.52 -0.01 -0.02
C -1.556 -2.268 -0.017 -0.05 -0.86 -0.02 -0.47
```
Forces are in eV/Å.

The calculation puts the orbital gap at 5.953 eV. The calculation puts the total energy at -286744.4844 eV. As for the total charge: -2. The value obtained for the energy above the lowest of the compared OMol25 structures with the same formula, charge and spin is 21.32 kJ/mol.